Entry 1:
Molecular formula: C21H18F2N4O2S
Method: DFT, ωB97M-V with the def2-TZVPD basis set

Output
relative energy (zero: lowest compared OMol25 entry of this formula, charge and spin) = 0.046 eV
HOMO level = -8.9 eV
Kohn-Sham gap = 8.917 eV
DFT total energy = -1778.4518 hartree
lowest unoccupied orbital energy = 0.01 eV
total charge = 0
SMILES = C=CCN(C(=O)c1csnn1)[C@H](C(=O)NCc1ccc(F)cc1)c1ccccc1F

Geometry as XYZ:
```
48
C21H18F2N4O2S ωB97M-V with the def2-TZVPD basis set
C -2.61249 -3.35358 1.71111
C -3.06427 -2.34312 0.99342
C -3.14272 -0.92789 1.48732
N -2.27290 -0.07326 0.70239
C -2.62850 0.96567 -0.07596
O -1.80190 1.59850 -0.72071
C -4.05562 1.36984 -0.15032
C -4.43101 2.66644 -0.43968
S -6.12571 2.73176 -0.50582
N -6.23690 1.10911 -0.18259
N -5.12293 0.55441 -0.02641
C -0.85374 -0.37194 0.79758
C -0.07565 0.96883 0.92428
O -0.32660 1.71770 1.84149
N 0.92907 1.14344 0.05152
C 1.75451 2.32855 0.06355
C 3.21941 1.98038 0.04358
C 4.12396 2.77552 -0.64864
C 5.47294 2.46908 -0.66064
C 5.90479 1.34926 0.02533
F 7.21907 1.03819 0.01181
C 5.02811 0.53834 0.72245
C 3.68445 0.86354 0.72909
C -0.35635 -1.28519 -0.28937
C -0.95995 -1.40009 -1.53542
C -0.45156 -2.26007 -2.49414
C 0.67233 -3.02311 -2.22894
C 1.29626 -2.92627 -0.99662
C 0.77372 -2.06450 -0.05412
F 1.38778 -1.97118 1.14834
H -2.57231 -4.35606 1.32162
H -2.27560 -3.22370 2.72697
H -3.39740 -2.48974 -0.02461
H -2.83510 -0.87253 2.53769
H -4.16998 -0.57255 1.39211
H -3.79624 3.51304 -0.59482
H -0.69684 -0.86804 1.76374
H 0.97655 0.55840 -0.76793
H 1.50384 2.97349 -0.78583
H 1.50489 2.86455 0.98615
H 3.77197 3.64609 -1.18204
H 6.18422 3.08042 -1.19301
H 5.39867 -0.32617 1.24991
H 2.98817 0.24528 1.27451
H -1.83203 -0.80693 -1.75927
H -0.93867 -2.33359 -3.45421
H 1.06533 -3.69351 -2.97717
H 2.17293 -3.50682 -0.75767
```



Entry 2:
Molecular formula: C21H18FHfN2O4S3
Method: DFT, ωB97M-V with the def2-TZVPD basis set

Output
relative energy (zero: lowest compared OMol25 entry of this formula, charge and spin) = 0.898 eV
HOMO level = -9.9 eV
Kohn-Sham gap = 6.378 eV
DFT total energy = -2563.9493 hartree
lowest unoccupied orbital energy = -3.57 eV
total charge = +1

Geometry as XYZ:
```
50
C21H18FHfN2O4S3 ωB97M-V with the def2-TZVPD basis set
Hf -2.82957 -0.44755 0.92151
O -2.92202 -2.74084 0.70603
C -2.80434 -3.00602 -0.70795
C -3.68018 -1.99571 -1.41760
C -3.80710 -1.98618 -2.79120
C -4.59534 -1.00675 -3.36759
C -5.25920 -0.08456 -2.56512
C -5.09719 -0.17442 -1.20549
N -4.30633 -1.10422 -0.64037
H -2.46686 -3.42014 1.22725
H -3.14473 -4.01150 -0.94885
H -1.76569 -2.89252 -1.01659
H -3.29681 -2.72753 -3.39428
H -4.69988 -0.96495 -4.44401
H -5.89505 0.68196 -2.98609
H -5.60333 0.49364 -0.52152
C 3.84634 2.01849 -1.92280
C 3.34373 2.49247 -0.56802
C 4.42506 2.58399 0.49585
C 4.99701 1.20530 0.79142
C 3.89556 0.22004 1.09669
C 4.14060 -0.90083 1.84376
C 3.11915 -1.80762 2.14540
F 3.43192 -2.88113 2.87788
C 1.84392 -1.62304 1.72714
C 1.55974 -0.48100 0.95988
C 0.22592 -0.23919 0.51138
O -0.73791 -1.07181 0.70191
C -0.02725 0.99975 -0.11731
C 0.99558 1.85061 -0.41920
N 2.25857 1.58183 -0.08361
C 2.57244 0.43774 0.64324
C -1.51002 1.12959 -0.27555
O -2.10802 0.45242 -1.13734
O -2.16166 1.49672 0.77256
H 4.65573 2.66572 -2.26428
H 3.04798 2.04983 -2.66610
H 4.22133 0.99447 -1.87413
H 2.86874 3.46550 -0.67772
H 4.00578 3.02102 1.40489
H 5.20395 3.25751 0.13890
H 5.68691 1.24718 1.63327
H 5.57702 0.84820 -0.06279
H 5.13643 -1.09354 2.22558
H 1.05842 -2.31812 1.98369
H 0.83552 2.78862 -0.93522
S -3.81753 1.10839 4.99971
C -3.57882 0.29508 3.63171
S -4.76262 0.15522 2.31132
S -2.07585 -0.56211 3.25975
```